The following is a quantum chemistry calculation of a cluster of 13 separate species, C39H72F2O39 in total, from the OMol25 dataset.

```
152
Properties=species:S:1:pos:R:3:forces:R:3
C -15.462 28.858 -7.553 2.3 3.1 -1.4
C -15.898 29.883 -8.644 0.6 1.0 3.4
O -17.298 29.855 -8.470 0.7 1.8 -0.9
C -17.596 28.667 -8.035 -2.3 -2.7 0.5
O -18.696 28.182 -8.061 0.9 0.4 0.3
O -16.502 28.008 -7.567 -1.9 -1.9 0.2
F -15.615 29.449 -9.842 0.5 -0.8 -2.3
H -15.305 29.357 -6.597 -0.2 0.0 0.1
H -14.496 28.511 -7.921 -0.2 -0.9 0.2
H -15.464 30.868 -8.472 -0.5 0.2 -0.1
C -21.810 28.924 4.535 -0.5 0.1 0.5
C -21.143 27.596 4.814 0.2 2.8 -0.2
O -20.459 27.437 3.594 2.2 -3.4 2.1
C -20.920 28.166 2.637 0.3 1.6 -4.6
O -20.565 28.181 1.463 -0.5 -0.5 2.7
O -21.825 28.987 3.120 -1.3 1.7 0.3
F -22.053 26.676 5.038 -0.8 -1.9 0.0
H -21.203 29.703 4.996 -0.1 0.4 -0.4
H -22.829 28.963 4.922 0.1 0.0 -0.1
H -20.504 27.710 5.690 0.5 -0.7 -0.4
C -18.289 32.703 -6.772 -1.0 -0.5 -0.8
O -17.598 32.690 -5.556 0.8 0.0 1.6
C -16.315 32.359 -5.345 1.7 1.6 -1.7
O -15.433 32.177 -6.213 -2.7 -0.3 2.1
O -15.977 32.549 -4.067 0.8 -0.5 0.8
C -16.890 32.664 -2.917 -1.5 -0.1 -2.2
H -19.307 32.975 -6.491 0.1 -0.2 0.0
H -18.302 31.705 -7.212 0.0 0.2 -0.1
H -18.014 33.449 -7.518 0.8 0.0 0.2
H -17.411 33.620 -2.974 0.4 0.2 0.2
H -16.422 32.515 -1.943 0.4 -0.1 -0.6
H -17.688 31.956 -3.138 0.1 -0.4 0.7
C -20.817 30.208 -6.134 0.3 -0.7 -1.4
O -21.918 31.118 -6.307 0.0 1.2 -1.2
C -21.862 32.011 -7.386 1.7 -0.5 0.8
O -20.949 32.174 -8.174 -0.9 -0.8 0.8
O -22.934 32.766 -7.330 -1.9 0.5 0.6
C -23.076 33.819 -8.306 1.1 0.0 -0.4
H -20.363 30.045 -7.112 0.4 0.3 0.1
H -21.162 29.204 -5.886 -0.6 0.3 0.4
H -20.060 30.496 -5.405 -0.3 0.5 0.0
H -22.203 34.463 -8.197 0.3 -0.2 -0.6
H -23.901 34.523 -8.197 -0.5 -0.9 0.9
H -23.173 33.349 -9.285 0.4 0.3 -0.1
C -17.272 26.712 -4.659 1.1 1.8 -1.2
O -18.269 27.011 -3.689 -0.2 0.4 1.0
C -18.451 28.314 -3.421 0.8 2.7 -0.6
O -17.799 29.243 -3.964 -2.0 -2.2 1.8
O -19.448 28.477 -2.493 1.4 -0.6 -1.1
C -19.729 29.765 -1.935 -0.1 1.0 0.6
H -16.736 27.627 -4.912 -0.8 0.6 -0.4
H -17.756 26.387 -5.580 0.2 -0.4 0.4
H -16.331 26.248 -4.364 -1.0 -1.6 0.8
H -20.296 29.632 -1.014 -0.3 -0.6 -0.3
H -20.295 30.440 -2.577 -0.1 -0.5 -0.4
H -18.895 30.365 -1.570 0.7 -0.5 -0.5
C -23.624 32.273 0.791 -0.2 0.0 0.0
O -23.291 32.086 -0.563 1.8 0.6 -2.5
C -22.436 33.009 -1.206 -1.1 -0.8 1.5
O -22.025 34.034 -0.733 -0.2 -0.1 0.1
O -22.189 32.550 -2.416 -1.0 -0.9 0.6
C -21.515 33.311 -3.390 0.8 -0.1 -0.4
H -24.307 31.467 1.056 -0.2 0.1 -0.3
H -24.141 33.232 0.833 0.3 0.1 0.8
H -22.761 32.108 1.437 0.1 0.7 0.1
H -21.959 32.961 -4.322 0.1 0.5 -0.1
H -20.462 33.029 -3.379 0.1 -0.1 0.0
H -21.526 34.391 -3.241 -0.6 -0.1 0.1
C -13.267 26.741 -5.480 -0.9 1.6 0.7
O -12.748 25.557 -5.986 0.0 -1.8 -0.3
C -13.645 24.576 -6.277 -1.3 -0.6 -1.3
O -14.880 24.701 -6.387 3.5 -0.3 0.7
O -12.912 23.443 -6.564 -1.7 1.7 0.3
C -13.614 22.360 -7.188 0.8 -1.2 -0.8
H -14.095 26.502 -4.813 -0.2 0.4 -0.1
H -13.536 27.470 -6.244 -0.6 -0.5 -0.4
H -12.549 27.352 -4.931 0.6 -0.9 0.3
H -12.806 21.711 -7.527 0.2 -0.1 0.4
H -14.105 22.555 -8.141 -0.3 1.0 0.3
H -14.264 21.736 -6.574 0.0 0.7 0.5
C -16.931 29.910 0.651 -0.2 -0.7 -1.5
O -17.631 30.124 1.851 0.1 0.5 1.3
C -17.264 29.484 2.981 2.4 -1.4 -2.6
O -16.343 28.672 2.995 -1.6 1.3 1.1
O -18.056 29.915 3.927 -1.1 0.9 1.3
C -17.828 29.536 5.281 0.2 -1.6 0.3
H -17.505 29.144 0.130 0.4 -0.3 -0.2
H -15.872 29.651 0.674 -0.2 -0.2 0.8
H -16.998 30.787 0.006 -0.3 0.4 0.5
H -18.228 28.536 5.445 0.5 -0.5 -0.4
H -18.415 30.055 6.039 0.2 1.2 -0.8
H -16.759 29.532 5.495 -0.2 0.1 0.1
C -25.233 30.229 -2.907 0.0 -1.6 -2.2
O -24.610 29.357 -1.943 -3.0 3.3 0.8
C -23.587 28.670 -2.247 1.5 -3.7 1.6
O -23.057 28.463 -3.295 0.5 0.5 -0.8
O -23.316 27.977 -1.064 -0.2 0.5 -0.4
C -22.443 26.832 -1.043 -0.8 0.3 -1.0
H -26.148 30.761 -2.647 0.8 0.4 1.4
H -25.692 29.569 -3.643 0.2 -0.4 -0.3
H -24.505 30.767 -3.514 0.0 0.5 0.6
H -22.925 26.010 -0.514 0.0 0.5 0.8
H -21.505 27.177 -0.606 0.1 -0.6 -0.4
H -22.462 26.396 -2.042 1.0 0.4 -0.3
C -17.626 24.363 -7.459 -0.2 -1.3 0.7
O -18.999 24.577 -7.816 -1.2 -0.9 -0.1
C -19.920 23.500 -7.787 2.0 -0.7 0.8
O -19.724 22.411 -7.183 -1.2 4.3 -2.5
O -21.009 23.862 -8.508 0.3 -1.5 0.3
C -21.053 24.983 -9.421 0.5 1.3 0.9
H -17.609 23.493 -6.802 0.2 -0.2 -0.3
H -17.167 25.153 -6.863 -0.6 0.3 -0.6
H -17.026 24.177 -8.349 -0.1 0.1 0.0
H -22.022 25.127 -9.899 -0.2 -1.0 0.3
H -20.294 24.982 -10.204 0.2 -0.4 0.3
H -20.937 25.887 -8.824 0.3 0.1 -0.1
C -17.078 22.844 -4.042 0.7 0.5 -0.2
O -16.281 23.680 -3.151 -0.1 0.5 0.4
C -15.000 23.351 -2.965 0.4 -4.7 -2.5
O -14.411 22.443 -3.630 -1.4 3.1 1.6
O -14.516 23.905 -1.891 1.2 1.1 0.6
C -13.069 23.755 -1.656 -0.9 -0.2 0.5
H -17.119 21.846 -3.607 0.1 0.0 -0.5
H -16.641 22.953 -5.035 0.2 -0.8 0.1
H -18.083 23.247 -4.165 0.1 0.3 0.7
H -12.774 22.707 -1.716 -0.1 0.2 -0.5
H -12.931 24.045 -0.614 -0.1 0.3 -0.2
H -12.504 24.415 -2.314 -0.1 -0.2 -0.1
C -21.089 25.946 -4.827 0.1 -0.1 0.5
O -22.280 25.575 -5.528 -0.2 0.8 -1.3
C -22.715 24.355 -5.434 0.4 -4.5 0.6
O -22.459 23.559 -4.497 -1.2 2.3 -2.8
O -23.373 23.984 -6.648 0.4 1.0 2.5
C -23.954 22.667 -6.781 1.1 -0.3 -0.1
H -21.217 25.625 -3.793 0.4 0.4 0.0
H -20.946 27.018 -4.968 -0.5 -0.1 0.4
H -20.190 25.511 -5.264 -0.2 -0.6 -0.1
H -23.163 21.927 -6.896 0.3 0.1 0.2
H -24.455 22.654 -7.749 -0.4 0.4 0.3
H -24.570 22.312 -5.955 -0.2 0.6 0.0
C -19.299 32.543 2.254 2.4 -1.0 0.6
O -19.075 33.798 1.602 -1.1 0.8 -1.2
C -18.979 33.927 0.243 -0.8 -4.2 0.4
O -19.015 32.974 -0.550 0.3 1.7 1.3
O -18.864 35.172 -0.042 0.1 2.7 -0.4
C -18.766 35.556 -1.419 0.6 -0.9 -1.3
H -19.699 31.647 1.779 -0.4 0.8 -0.9
H -19.720 32.605 3.258 -0.6 1.0 -0.4
H -18.273 32.253 2.480 -0.1 -0.4 0.1
H -19.495 35.016 -2.024 -0.1 0.0 0.2
H -17.775 35.307 -1.799 0.1 -0.4 0.2
H -18.821 36.612 -1.683 -0.6 0.2 1.3
```
Forces are in eV/Å.

## Properties
HOMO-LUMO gap, eV: 10.18
Electronic energy, eV: -126892.0655
Energy relative to the best compared isomer or geometry (same formula, charge and spin), kcal per mole: 0.0
E_HOMO, eV: -10.04